Entry 1:
DFT (the ωB97M-V functional and the def2-TZVPD basis) results for a cluster of 7 separate species, C44H30B3F13O15 in total.

The geometry in ORCA input format:
```
! RIJCOSX wB97M-V def2-TZVPD def2/J DEFGRID3
* xyz 0 1
F 1.529 5.390 0.132
C 0.263 4.868 0.342
F -0.626 5.961 0.235
F 0.195 4.440 1.658
C -0.225 3.802 -0.730
F -1.619 3.653 -0.515
F -0.127 4.337 -2.032
C 0.386 2.341 -0.596
F 0.130 1.787 0.685
F -0.361 1.526 -1.483
C 1.956 2.208 -0.824
F 2.230 0.814 -0.780
F 2.668 2.740 0.273
C 2.502 2.711 -2.230
F 2.741 4.113 -2.191
F 1.627 2.435 -3.303
C 3.933 2.072 -2.641
F 3.781 0.753 -3.155
F 4.739 1.905 -1.470
C 4.783 2.995 -3.613
C 4.015 3.472 -4.929
B 3.750 2.317 -6.027
O 4.793 1.598 -6.697
B 4.187 0.749 -7.687
O 3.215 1.372 -8.566
B 2.191 1.988 -7.758
O 2.378 1.951 -6.326
H 5.753 2.479 -3.920
H 5.110 3.946 -3.062
H 3.055 4.039 -4.674
H 4.689 4.254 -5.438
H 4.458 -0.389 -7.847
H 1.240 2.488 -8.252
C -3.974 2.481 4.977
C -3.005 1.638 5.334
C -1.658 1.719 4.734
O -0.775 0.947 5.058
C -1.425 2.771 3.723
C -2.392 3.615 3.364
C -3.741 3.535 3.966
O -4.623 4.304 3.642
H -4.967 2.434 5.405
H -3.159 0.861 6.073
H -0.432 2.814 3.293
H -2.238 4.391 2.625
C -3.334 -0.841 3.075
C -3.183 -2.157 3.231
C -3.947 -3.118 2.404
O -3.811 -4.319 2.546
C -4.881 -2.564 1.401
C -5.030 -1.248 1.247
C -4.268 -0.288 2.071
O -4.403 0.915 1.929
H -2.786 -0.124 3.668
H -2.502 -2.579 3.961
H -5.431 -3.281 0.804
H -5.708 -0.828 0.519
C -0.906 -1.267 -0.452
C 0.291 -1.553 0.057
C 0.813 -2.935 0.055
O 1.906 -3.194 0.524
C -0.040 -3.988 -0.534
C -1.239 -3.702 -1.044
C -1.762 -2.319 -1.042
O -2.854 -2.056 -1.508
H -1.305 -0.261 -0.457
H 0.930 -0.796 0.492
H 0.360 -4.994 -0.527
H -1.878 -4.460 -1.479
C 2.292 -4.005 3.317
C 1.111 -3.771 3.890
C 0.833 -4.201 5.276
O -0.245 -3.989 5.799
C 1.915 -4.899 6.004
C 3.096 -5.134 5.430
C 3.373 -4.703 4.043
O 4.449 -4.911 3.516
H 2.513 -3.697 2.300
H 0.308 -3.260 3.371
H 1.695 -5.207 7.018
H 3.900 -5.644 5.948
C -8.036 -0.541 -2.858
C -8.304 0.517 -3.624
C -8.086 1.895 -3.132
O -8.332 2.860 -3.829
C -7.556 2.054 -1.760
C -7.287 0.996 -0.995
C -7.506 -0.382 -1.487
O -7.259 -1.350 -0.790
H -8.191 -1.556 -3.201
H -8.692 0.419 -4.630
H -7.401 3.069 -1.417
H -6.899 1.095 0.012
C 5.892 -2.638 1.448
C 5.617 -3.395 0.386
C 6.064 -3.008 -0.969
O 5.812 -3.697 -1.939
C 6.830 -1.749 -1.100
C 7.105 -0.992 -0.038
C 6.658 -1.380 1.317
O 6.910 -0.690 2.286
H 5.572 -2.907 2.446
H 5.058 -4.320 0.465
H 7.150 -1.481 -2.100
H 7.663 -0.067 -0.117
*
```

## Properties
* orbital gap: 8.2 eV
* LUMO: -1.82 eV
* HOMO level: -10.0 eV
* DFT total energy: -4196.0964 Ha

Mulliken population analysis, charges in e, atoms 1 to 4: -0.22 0.46 -0.27 -0.16

***

Entry 2:
DFT (the ωB97M-V functional and the def2-TZVPD basis) results for a structure of composition C44H32Br2N6O3Y.

The geometry in ORCA input format:
```
! RIJCOSX wB97M-V def2-TZVPD def2/J DEFGRID3
* xyz 1 1
Y 0.191 -0.057 -0.030
C 2.913 -0.584 4.196
O 3.234 -1.601 3.245
C 2.526 -1.323 2.161
N 1.640 -0.396 2.215
C 1.616 0.028 3.637
C 1.536 1.499 3.896
C 1.597 1.963 5.222
C 1.464 3.306 5.497
C 1.292 4.215 4.465
C 1.291 3.776 3.155
C 1.404 2.418 2.869
C 2.711 -2.184 0.986
C 3.434 -3.368 1.030
C 3.519 -4.112 -0.135
C 3.019 -3.599 -1.320
C 2.318 -2.395 -1.250
N 2.124 -1.725 -0.109
C 1.807 -1.697 -2.438
N 1.010 -0.693 -2.380
C 0.866 -0.183 -3.750
C 1.695 -1.196 -4.577
O 2.270 -2.087 -3.606
C -0.580 -0.031 -4.145
C -1.430 0.586 -3.226
C -2.778 0.734 -3.495
C -3.301 0.324 -4.710
C -2.452 -0.225 -5.656
C -1.106 -0.421 -5.369
H 3.740 0.131 4.208
H 2.835 -1.058 5.168
H 0.710 -0.426 4.049
H 1.726 1.264 6.040
H 1.501 3.661 6.520
H 1.197 5.277 4.678
H 1.183 4.489 2.337
H 1.404 2.085 1.846
H 3.895 -3.703 1.960
H 4.015 -5.067 -0.134
H 3.105 -4.098 -2.273
H 1.308 0.812 -3.773
H 2.500 -0.741 -5.125
H 1.103 -1.820 -5.245
H -1.040 0.988 -2.301
H -3.447 1.198 -2.767
H -4.343 0.457 -4.943
H -2.820 -0.522 -6.636
H -0.479 -0.835 -6.155
C -1.084 -5.778 -2.593
C -1.429 -5.871 -1.258
C -1.465 -4.732 -0.473
C -1.185 -3.496 -1.007
C -0.853 -3.384 -2.359
C -0.775 -4.529 -3.140
N -1.236 -2.328 -0.133
N -2.066 -2.488 0.774
C -2.211 -1.447 1.774
C -3.133 -1.757 2.783
C -3.390 -0.789 3.749
C -2.683 0.417 3.723
C -1.757 0.669 2.703
C -1.519 -0.248 1.675
H -1.080 -6.667 -3.215
H -1.685 -6.833 -0.823
H -1.721 -4.812 0.579
H -0.699 -2.429 -2.834
H -0.513 -4.456 -4.189
H -3.698 -2.704 2.816
H -4.117 -0.964 4.532
H -2.849 1.144 4.512
H -1.226 1.618 2.721
Br 3.664 3.513 -0.578
C 1.831 3.982 -0.507
C 1.426 5.331 -0.406
C 0.113 5.624 -0.278
Br -0.421 7.420 -0.142
C -0.880 4.596 -0.240
C -2.272 4.807 -0.093
C -3.085 3.715 -0.006
C -2.544 2.411 -0.066
N -1.265 2.190 -0.245
C -0.444 3.277 -0.332
C 0.933 2.962 -0.494
O 1.270 1.687 -0.521
H 2.167 6.116 -0.405
H -2.694 5.802 -0.032
H -4.158 3.822 0.133
H -3.188 1.546 0.059
*
```

## Properties
* orbital gap: 6.7 eV
* LUMO: -3.43 eV
* HOMO level: -10.1 eV
* DFT total energy: -7436.4840 Ha

Mulliken population analysis, charges in e, atoms 1 to 4: 0.83 -0.53 -0.43 -0.06